# 1
ORCA calculation (the ωB97M-V functional and the def2-TZVPD basis) on a cluster of 2 separate species, C27H27ClFN5O5 in total in a non-equilibrium geometry.

Values from the calculation:
Molar mass: 555.99 g mol⁻¹
Strongest force on any atom: 2.6 eV/Å
E: -2255.173895 Eh
Multiplicity: 1
SMILES: COc1cc2ncnc(Nc3ccc(F)c(Cl)c3)c2cc1O.CNC(=O)[C@H](Cc1ccc(O)cc1)NC(C)=O

CARTESIAN COORDINATES (ANGSTROEM)
Cl: 1.83 -6.08 -2.25
F: -0.71 -4.61 -1.71
O: -3.04 -4.59 0.98
O: 7.49 2.32 3.01
O: -3.27 2.84 -3.10
O: 7.75 -0.33 2.56
O: -6.21 1.64 0.59
N: 3.88 -1.60 -0.67
N: 3.02 0.51 -1.10
N: 3.76 2.43 0.01
N: -4.42 2.80 -1.17
N: -5.98 -0.42 -0.26
C: 7.45 3.75 3.13
C: -7.10 -1.02 0.46
C: 0.40 -3.90 -1.45
C: 3.92 -0.23 -0.45
C: -3.05 0.95 -0.29
C: 2.96 1.81 -0.85
C: -2.96 -0.52 0.04
C: -3.19 -2.85 -0.66
C: -5.60 0.86 -0.14
C: -2.80 -0.94 1.38
C: -3.02 -3.27 0.67
C: 6.59 1.72 2.15
C: -3.14 -1.48 -0.98
C: 2.72 -2.36 -0.91
C: 0.29 -2.61 -0.93
C: -4.08 4.92 -2.29
C: 5.87 -0.35 1.07
C: 1.68 -4.44 -1.66
C: -4.38 1.35 -0.95
C: 6.74 0.34 1.93
C: -3.89 3.42 -2.22
C: -2.83 -2.32 1.69
C: 1.43 -1.86 -0.64
C: 4.70 1.72 0.62
C: 5.56 2.39 1.48
C: 2.82 -3.67 -1.40
C: 4.84 0.35 0.41
H: 1.28 -0.89 -0.20
H: 3.80 -4.09 -1.60
H: 5.38 3.45 1.61
H: -2.93 -5.14 0.20
H: -5.15 5.13 -2.38
H: -6.78 -1.29 1.47
H: -7.92 -0.31 0.53
H: -0.67 -2.18 -0.72
H: -3.24 -1.16 -2.01
H: 8.26 4.08 3.78
H: -3.68 5.38 -1.39
H: 6.50 4.07 3.58
H: -2.68 -0.21 2.17
H: 7.57 4.23 2.16
H: -7.44 -1.92 -0.06
H: -2.71 -2.65 2.71
H: -4.94 3.34 -0.50
H: -2.93 1.54 0.63
H: -3.56 5.30 -3.17
H: -2.23 1.21 -0.96
H: 2.20 2.40 -1.36
H: -5.39 -1.03 -0.81
H: -3.32 -3.58 -1.45
H: -4.44 0.86 -1.93
H: 4.74 -2.09 -0.49
H: 8.22 0.31 3.12
H: 6.02 -1.41 0.95

# 2
ORCA calculation (the ωB97M-V functional and the def2-TZVPD basis) on the ion C27H27N2O2 with charge +1 in a non-equilibrium geometry.

Values from the calculation:
Molar mass: 411.52 g mol⁻¹
Strongest force on any atom: 3.2 eV/Å
Multiplicity: 1
SMILES: COc1ccc(C2=C[C@@H]([n+]3cc4c5c(c3)CCCN5CCC4)c3ccccc3O2)cc1
Energy above the lowest of the compared OMol25 structures with the same formula, charge and spin: 32.8 kcal per mole
Net charge: +1

CARTESIAN COORDINATES (ANGSTROEM)
O: 0.59 2.74 -2.02
O: 6.91 2.54 -2.49
N: -2.33 -3.23 3.22
N: -1.23 -0.80 -0.11
C: -3.28 -4.32 3.21
C: -2.74 3.97 -2.39
C: 7.50 3.86 -2.45
C: -0.81 -0.91 3.64
C: -0.90 -0.48 1.18
C: 0.69 0.39 -1.52
C: -1.98 -1.98 -0.24
C: 3.67 0.87 -2.23
C: 5.02 1.08 -2.41
C: -0.80 0.04 -1.34
C: -1.99 -2.48 2.12
C: 3.27 3.23 -2.28
C: 1.29 1.59 -1.87
C: 5.55 2.39 -2.49
C: -1.48 1.47 -1.63
C: -3.16 -4.13 0.70
C: -2.84 1.56 -1.94
C: -1.23 -1.30 2.27
C: -2.17 -2.80 4.59
C: -3.46 2.78 -2.23
C: -1.37 3.91 -2.23
C: -3.17 -5.09 1.92
C: -2.37 -2.84 0.81
C: -0.91 -1.99 4.72
C: -0.79 2.66 -1.96
C: 2.73 1.91 -2.11
C: 4.63 3.47 -2.47
H: 2.65 4.13 -2.25
H: -4.54 2.83 -2.29
H: -0.75 4.82 -2.28
H: -2.15 -3.67 5.28
H: -4.01 -5.78 1.86
H: 0.22 -0.55 3.60
H: 7.23 4.45 -3.34
H: -4.32 -3.97 3.35
H: -2.81 -4.72 -0.15
H: -1.10 -0.59 -2.17
H: -1.45 -0.09 3.96
H: -3.43 0.65 -1.89
H: -3.12 -5.01 4.07
H: 8.57 3.68 -2.44
H: 5.70 0.24 -2.46
H: -3.22 4.92 -2.62
H: -2.28 -5.72 1.94
H: -0.36 0.46 1.27
H: -0.90 -1.53 5.71
H: 5.03 4.49 -2.56
H: -0.04 -2.66 4.70
H: 3.26 -0.13 -2.15
H: -3.05 -2.20 4.92
H: -4.21 -3.89 0.52
H: 7.21 4.41 -1.55
H: -2.30 -2.22 -1.27
H: 1.33 -0.45 -1.69

# 3
ORCA calculation (the ωB97M-V functional and the def2-TZVPD basis) on a structure of composition C27H27N3O6S3 in a non-equilibrium geometry.

Values from the calculation:
Molar mass: 585.73 g mol⁻¹
Strongest force on any atom: 19.1 eV/Å
Multiplicity: 1
Energy above the lowest of the compared OMol25 structures with the same formula, charge and spin: 578.0 kcal per mole

CARTESIAN COORDINATES (ANGSTROEM)
S: 3.67 1.77 -0.29
S: 9.38 1.27 0.29
S: -4.97 1.27 -1.33
O: 4.33 -2.96 -1.43
O: 10.12 0.20 1.24
O: 1.55 2.51 -0.74
O: -5.41 0.12 -2.29
O: 9.28 2.50 0.90
O: -5.63 2.52 -1.41
N: -5.62 0.76 0.45
N: 1.49 0.37 -0.34
N: 3.52 -0.70 0.31
C: 5.98 -1.11 0.53
C: -8.69 -1.02 1.40
C: -1.31 0.17 -0.40
C: 0.84 1.53 -0.66
C: -7.87 1.39 2.06
C: -5.43 1.87 1.19
C: -7.65 0.26 1.22
C: 3.01 -2.10 0.27
C: -3.28 1.37 -1.01
C: 4.79 -0.26 0.37
C: 2.96 -2.70 -0.95
C: -2.62 0.13 -0.81
C: 9.71 1.22 -1.15
C: 6.64 1.44 0.07
C: 7.58 0.51 0.42
C: -6.76 2.40 1.45
C: 7.38 -0.86 0.69
C: 4.66 -4.31 -0.86
C: 5.08 1.08 -0.03
C: -1.38 2.65 -1.20
C: -2.63 2.31 -1.38
C: -6.57 -1.43 0.02
C: -0.63 1.61 -0.71
C: -6.59 -0.11 0.51
C: -8.55 -2.05 0.78
C: 2.71 0.31 0.08
C: -7.54 -2.22 -0.24
H: 5.79 -2.20 0.80
H: -5.58 -1.79 -0.61
H: -0.84 3.43 -1.22
H: 2.02 -1.78 0.90
H: -0.63 -0.83 -0.19
H: 8.11 -1.31 0.85
H: -5.08 1.39 2.23
H: -3.20 -0.82 -0.45
H: 3.98 -5.18 -1.24
H: 2.53 -1.98 -1.73
H: -6.74 3.19 2.00
H: -9.45 -2.74 0.93
H: 8.98 1.72 -1.99
H: 2.10 -3.57 -0.71
H: -3.37 3.42 -1.31
H: 6.85 2.53 0.18
H: -8.77 2.01 1.89
H: -4.71 2.43 0.75
H: 5.62 -4.57 -1.35
H: -7.56 1.29 2.84
H: -9.55 -0.56 2.28
H: 9.49 0.10 -1.63
H: 4.85 -4.36 0.14
H: -7.14 2.70 0.39
H: -7.59 -3.22 -0.39
H: 3.63 -2.56 1.07
H: 10.72 1.56 -1.42

# 4
ORCA calculation (the ωB97M-V functional and the def2-TZVPD basis) on a structure of composition C27H27N5O5W in a non-equilibrium geometry.

Values from the calculation:
Molar mass: 685.38 g mol⁻¹
Strongest force on any atom: 3.2 eV/Å
Multiplicity: 1
Energy above the lowest of the compared OMol25 structures with the same formula, charge and spin: 36.0 kcal per mole
Net charge: +2

CARTESIAN COORDINATES (ANGSTROEM)
W: 1.20 -0.13 0.00
O: -1.31 -2.97 1.64
O: 2.71 -0.77 1.01
O: 0.70 1.79 -2.25
O: 0.92 0.98 1.55
O: 2.93 -0.66 3.26
N: 2.51 -0.18 -1.44
N: 0.50 -1.71 1.01
N: -1.64 0.59 0.61
N: -0.05 -1.67 -1.42
N: -0.75 0.66 -0.33
C: -4.78 -0.18 3.33
C: -3.20 -0.07 5.13
C: 1.48 2.61 -3.14
C: -1.17 -2.22 -0.61
C: 2.40 -1.10 2.30
C: -0.87 0.51 4.64
C: 3.01 1.99 -0.18
C: -1.36 0.51 1.90
C: -2.18 0.23 4.21
C: 0.17 0.82 3.78
C: 1.22 -2.04 2.26
C: -3.78 0.08 2.40
C: -1.35 0.92 -1.62
C: 4.53 0.75 -1.82
C: -2.40 1.39 -4.15
C: 3.40 0.92 -1.14
C: 3.19 -1.04 -2.33
C: -0.73 -2.36 0.80
C: -2.47 0.28 2.82
C: -0.55 1.46 -2.63
C: -1.07 1.68 -3.89
C: -2.70 0.68 -1.87
C: 2.62 -2.33 -2.83
C: 4.40 -0.49 -2.58
C: -0.06 0.76 2.43
C: -3.22 0.90 -3.13
C: -4.48 -0.28 4.69
H: 1.98 2.33 -0.28
H: -5.27 -0.51 5.40
H: 3.23 1.73 0.85
H: 0.61 -1.94 3.15
H: 2.30 3.00 -2.55
H: -1.50 -3.19 -0.97
H: 0.88 3.43 -3.51
H: 1.16 1.06 4.14
H: -0.45 2.07 -4.69
H: -0.66 0.48 5.71
H: -0.44 -1.31 -2.28
H: -5.80 -0.31 2.99
H: -3.34 0.31 -1.08
H: 0.53 -2.45 -1.67
H: 1.59 -3.07 2.22
H: -4.02 0.14 1.35
H: -2.02 -1.54 -0.66
H: -2.81 1.55 -5.14
H: 2.38 -3.00 -2.00
H: 1.87 2.01 -3.96
H: -4.27 0.71 -3.32
H: 1.74 -2.18 -3.45
H: 5.15 -0.90 -3.24
H: -2.96 -0.12 6.19
H: 5.40 1.39 -1.79
H: 3.61 2.88 -0.39
H: 3.37 -2.84 -3.43

# 5
ORCA calculation (the ωB97M-V functional and the def2-TZVPD basis) on a structure of composition C27H27N8RuS6 in a non-equilibrium geometry.

Values from the calculation:
Molar mass: 757.04 g mol⁻¹
Strongest force on any atom: 1.9 eV/Å
Multiplicity: 5
Energy above the lowest of the compared OMol25 structures with the same formula, charge and spin: 20.2 kcal per mole
Net charge: +3

CARTESIAN COORDINATES (ANGSTROEM)
Ru: 0.21 -0.45 -0.04
S: 0.81 -3.00 -0.18
S: -1.18 -1.39 1.66
S: 5.68 -2.46 -3.24
S: 4.21 -4.83 -2.15
S: 3.11 -2.15 -1.78
S: 2.14 -6.30 -0.77
N: -0.99 -0.39 -1.68
N: -3.10 -0.40 3.18
N: 0.74 1.24 -0.85
N: -2.36 -0.15 -4.06
N: 1.72 0.14 1.19
N: 3.74 1.18 2.75
N: -3.10 -2.73 2.85
N: 2.31 7.57 -3.47
C: 3.20 0.02 3.04
C: 0.13 1.68 -1.98
C: 2.27 1.35 0.90
C: 2.18 -3.46 -1.07
C: -2.35 -3.92 2.52
C: 1.41 3.74 -1.94
C: 2.06 3.23 -0.81
C: 2.61 5.94 -1.81
C: -2.62 -1.51 2.64
C: 1.16 5.53 -3.67
C: -1.85 -1.32 -2.08
C: -0.83 0.71 -2.48
C: 1.48 6.81 -4.13
C: -4.46 -3.02 3.27
C: 0.43 -6.10 -0.24
C: 2.69 -4.73 -1.28
C: 4.41 -3.13 -2.43
C: -3.85 -0.35 4.42
C: 3.29 1.86 1.71
C: 1.71 2.00 -0.28
C: -2.55 -1.19 -3.27
C: 1.73 5.07 -2.48
C: 2.17 -0.51 2.26
C: 0.44 2.92 -2.53
C: 2.87 7.19 -2.36
C: -2.74 0.92 2.70
C: -1.53 0.79 -3.69
H: -5.11 -2.16 3.15
H: -1.98 -2.19 -1.44
H: 0.48 4.94 -4.26
H: 3.76 2.81 1.52
H: 0.35 -5.40 0.58
H: 1.72 -1.47 2.49
H: -2.65 -4.32 1.56
H: 3.59 -0.51 3.89
H: 3.54 7.89 -1.88
H: -4.85 -3.82 2.63
H: -4.91 -0.13 4.24
H: -3.45 0.46 5.03
H: 0.11 -7.08 0.08
H: -2.36 0.88 1.68
H: -2.53 -4.67 3.29
H: -0.18 -5.78 -1.09
H: -1.99 1.38 3.35
H: -3.64 1.54 2.71
H: 3.08 5.69 -0.88
H: -1.39 1.62 -4.37
H: -3.26 -1.93 -3.60
H: 2.85 3.79 -0.32
H: 1.05 7.21 -5.04
H: -4.49 -3.38 4.30
H: -0.09 3.23 -3.41
H: -1.28 -3.70 2.50
H: -3.75 -1.27 4.99

# 6
ORCA calculation (the ωB97M-V functional and the def2-TZVPD basis) on a structure of composition C27H28AsCl3HfN3O3PS8 in a non-equilibrium geometry.

Values from the calculation:
Molar mass: 1089.82 g mol⁻¹
Strongest force on any atom: 1.2 eV/Å
Multiplicity: 2
Energy above the lowest of the compared OMol25 structures with the same formula, charge and spin: 10.7 kcal per mole
Net charge: -1

CARTESIAN COORDINATES (ANGSTROEM)
Hf: -1.47 0.39 -1.78
As: -3.50 -1.54 -2.06
Cl: -1.33 -1.86 9.59
Cl: -2.41 -1.05 4.40
Cl: 1.89 -4.64 4.26
S: -2.02 -1.76 -0.43
S: -4.12 0.45 -1.54
S: -2.19 -0.98 -3.78
S: 0.87 -1.43 -2.17
S: -0.10 -5.05 2.08
S: 0.39 1.68 -3.31
S: -4.81 -3.12 -2.36
S: -2.94 4.43 0.27
P: 1.30 -0.08 -3.51
O: 0.99 -0.54 -5.01
O: 1.95 -1.32 3.87
O: 2.90 0.13 -3.48
N: -1.83 2.51 -1.19
N: 0.58 0.79 2.15
N: 0.01 0.68 0.04
C: 0.51 -2.84 0.99
C: 0.51 0.60 3.60
C: -4.25 5.10 -2.14
C: -1.82 3.10 0.08
C: 0.99 -1.93 -5.39
C: 1.35 -2.95 2.15
C: 1.11 -4.11 2.82
C: -4.46 4.85 -3.49
C: -3.76 3.81 -4.10
C: 2.30 -1.89 2.60
C: 0.59 -1.49 7.72
C: 2.39 -2.49 -5.49
C: 4.18 2.17 -3.53
C: 3.47 1.12 -4.36
C: -0.77 -1.58 7.97
C: 0.12 -1.13 5.37
C: 1.02 -1.27 6.42
C: 1.65 1.29 1.42
C: -1.23 -1.21 5.66
C: -2.87 3.03 -3.39
C: 0.61 -0.87 3.96
C: -2.66 3.26 -2.03
C: -3.36 4.31 -1.43
C: -1.69 -1.44 6.95
C: 1.29 1.21 0.12
C: -0.37 0.44 1.27
C: -0.31 -3.90 0.83
H: -4.79 5.90 -1.63
H: -2.75 -1.51 7.15
H: 1.83 1.50 -0.76
H: 1.37 1.12 4.04
H: -0.02 -1.44 3.27
H: 1.29 -1.61 8.53
H: 2.56 1.63 1.89
H: 2.36 -1.11 1.83
H: 4.75 2.84 -4.18
H: 4.16 0.60 -5.02
H: -3.92 3.60 -5.15
H: -1.22 2.75 0.90
H: 0.52 -1.98 0.32
H: 2.36 -3.51 -5.87
H: 2.70 1.57 -4.98
H: 0.38 -2.49 -4.67
H: 0.48 -1.96 -6.35
H: -0.40 1.06 3.98
H: 3.46 2.75 -2.97
H: -1.07 -4.05 0.07
H: -5.16 5.45 -4.05
H: -2.36 2.22 -3.92
H: 2.07 -1.23 6.20
H: 3.31 -2.29 2.74
H: 2.88 -2.50 -4.51
H: -1.32 0.00 1.55
H: 4.87 1.69 -2.83
H: 3.00 -1.88 -6.17

# 7
ORCA calculation (the ωB97M-V functional and the def2-TZVPD basis) on a structure of composition C27H28BiBrN2O3S2Se4Si in a non-equilibrium geometry.

Values from the calculation:
Molar mass: 1125.48 g mol⁻¹
Strongest force on any atom: 1.3 eV/Å
Multiplicity: 1
Energy above the lowest of the compared OMol25 structures with the same formula, charge and spin: 10.3 kcal per mole
Net charge: -2

CARTESIAN COORDINATES (ANGSTROEM)
Bi: -0.01 1.94 0.85
Br: -6.27 4.98 2.94
Se: 2.97 3.37 2.21
Se: 0.34 1.75 4.31
Se: 2.61 2.06 4.06
Se: 2.52 2.01 0.35
S: -3.30 1.83 0.14
S: -3.86 1.29 -2.77
Si: 0.89 -1.66 -0.06
O: -0.01 6.37 0.86
O: 0.37 4.20 1.03
O: 0.05 -0.32 0.03
N: -0.43 2.61 -2.43
N: -2.15 -0.01 -1.38
C: -2.03 -0.61 -2.69
C: -2.24 4.15 2.48
C: -0.22 -2.82 2.23
C: 2.55 -1.73 0.86
C: 1.34 -0.79 -2.74
C: -1.58 -3.09 0.18
C: -3.01 0.99 -1.24
C: -4.46 4.98 2.32
C: 1.62 -0.88 -4.09
C: 3.89 -1.09 2.77
C: 4.81 -2.56 1.13
C: 1.94 -2.10 -4.65
C: -3.56 4.10 2.89
C: 1.34 -1.91 -1.91
C: -0.15 -3.09 0.72
C: 4.95 -1.85 2.31
C: -2.56 0.41 -3.69
C: 1.97 -3.23 -3.84
C: 2.71 -1.04 2.06
C: 3.62 -2.50 0.42
C: 1.69 -3.12 -2.49
C: -1.84 5.05 1.51
C: -4.09 5.90 1.36
C: -0.38 5.23 1.09
C: 0.45 -4.48 0.50
C: -2.77 5.93 0.96
C: -0.29 2.39 -1.31
H: -0.64 -1.84 2.42
H: 3.98 -0.53 3.70
H: -3.87 3.40 3.65
H: 1.61 0.01 -4.70
H: -1.79 1.14 -3.95
H: 1.89 -0.45 2.44
H: 5.63 -3.17 0.76
H: -2.44 6.66 0.23
H: -1.59 -3.27 -0.90
H: 0.77 -2.85 2.67
H: 2.15 -2.19 -5.71
H: -0.09 -5.22 1.11
H: -0.84 -3.57 2.73
H: 1.74 -4.01 -1.88
H: 3.54 -3.06 -0.50
H: -2.97 -0.04 -4.58
H: -2.18 -3.86 0.67
H: 1.10 0.17 -2.31
H: -2.63 -1.53 -2.72
H: -0.99 -0.87 -2.87
H: -1.53 3.50 2.97
H: -1.36 -0.17 -0.71
H: 1.50 -4.50 0.79
H: -4.81 6.60 0.95
H: 0.36 -4.78 -0.54
H: 5.88 -1.88 2.86
H: 2.23 -4.20 -4.26
H: -2.05 -2.13 0.37